1.
8 unconnected molecules or ions with the total composition C26H38BClF7N2O26P2S in a non-equilibrium geometry. Source: the OMol25 dataset; level of theory: ωB97M-V with the def2-TZVPD basis set.

**Charge**: -1

Each line ends with the Löwdin charge.
Geometry (Å):
1 C 6.4052 -4.4135 1.8186  -0.16
2 C 5.5447 -3.9322 0.5085  -0.21
3 B 3.9447 -4.3580 0.7778  -0.45
4 O 3.6699 -5.8274 0.6676  -0.05
5 P 2.6089 -3.0362 1.2332  0.35
6 N 3.6305 -2.3256 2.5287  -0.25
7 C 1.8437 -4.2145 2.5250  -0.32
8 C 0.7393 -5.2744 1.9395  -0.27
9 C 0.5096 -6.4043 3.1512  -0.58
10 Cl -1.0516 -7.3846 2.9624  0.42
11 O 1.5584 -3.5547 -0.0546  -0.35
12 N 2.2679 -3.2600 -1.1908  -0.09
13 O 1.9295 -4.1039 -2.0358  -0.02
14 P 1.1151 -1.4396 1.6405  0.32
15 O 0.7175 -0.7948 0.0333  -0.36
16 O -0.3788 -2.0702 2.2775  -0.34
17 S 1.8706 0.0504 2.6379  0.20
18 H 6.2502 -3.6730 2.7317  0.07
19 H 7.5698 -4.4052 1.5599  0.08
20 H 6.0692 -5.4835 2.2031  0.08
21 H 5.5194 -2.7628 0.3397  0.09
22 H 5.8636 -4.5231 -0.4669  0.11
23 H 3.8389 -6.2743 1.5495  0.09
24 H 3.2802 -2.1487 0.2832  0.03
25 H 4.3135 -1.6346 2.1283  0.04
26 H 4.1811 -3.0542 3.0424  0.02
27 H 1.3716 -3.6476 3.4600  0.10
28 H 2.7320 -4.8639 2.9799  0.09
29 H -0.2839 -4.6890 1.7541  0.11
30 H 1.0825 -5.8907 1.0058  0.11
31 H 1.4389 -7.1452 3.0402  0.08
32 H 0.6508 -5.9155 4.2312  0.09
33 H 0.2513 0.0950 0.1535  0.05
34 H -0.6262 -1.6640 3.1600  0.06
35 C -4.6755 -8.5627 4.6802  -0.09
36 C -4.3584 -7.1831 5.1468  -0.33
37 O -4.7444 -7.1968 6.5024  0.14
38 C -4.5810 -8.4884 6.9045  -0.50
39 O -4.5483 -8.8431 8.0711  0.13
40 O -4.4502 -9.3381 5.8403  0.07
41 F -5.1142 -6.2690 4.4980  0.08
42 H -5.7187 -8.6744 4.3660  0.11
43 H -4.0262 -8.8844 3.8615  0.14
44 H -3.2994 -6.9150 5.0682  0.15
45 C 2.1310 3.7459 -0.5476  -0.08
46 C 1.7740 3.8761 0.8937  -0.34
47 O 2.7116 3.0467 1.5416  0.06
48 C 3.8153 3.0679 0.7428  -0.50
49 O 4.9229 2.6983 1.0958  0.14
50 O 3.5316 3.5614 -0.5011  0.08
51 F 0.5366 3.3858 1.1303  0.07
52 H 1.6658 2.8754 -1.0223  0.15
53 H 1.8721 4.6391 -1.1226  0.08
54 H 1.8522 4.8960 1.2851  0.17
55 C -9.8690 -9.0763 3.2857  -0.08
56 C -10.2260 -8.9461 4.7270  -0.33
57 O -9.2884 -9.7755 5.3750  0.15
58 C -8.1847 -9.7544 4.5762  -0.48
59 O -7.0771 -10.1239 4.9292  0.15
60 O -8.4684 -9.2608 3.3322  0.08
61 F -11.4634 -9.4365 4.9636  0.08
62 H -10.3342 -9.9468 2.8111  0.15
63 H -10.1279 -8.1832 2.7108  0.15
64 H -10.1478 -7.9262 5.1184  0.18
65 C 1.2565 4.9790 -5.4741  -0.07
66 C 2.3908 5.9368 -5.6073  -0.32
67 O 2.3845 6.6279 -4.3788  0.15
68 C 1.8792 5.7413 -3.4759  -0.47
69 O 1.9709 5.8690 -2.2663  0.13
70 O 1.2632 4.6862 -4.0913  0.09
71 F 2.1567 6.8267 -6.5977  0.08
72 H 0.2930 5.4229 -5.7464  0.13
73 H 1.4054 4.0729 -6.0675  0.15
74 H 3.3655 5.4602 -5.7567  0.18
75 C 1.5040 4.2176 4.2892  -0.07
76 C 0.5216 4.1363 5.4072  -0.32
77 O 0.4547 5.4611 5.8840  0.14
78 C 0.7279 6.2418 4.8012  -0.50
79 O 0.4982 7.4384 4.7448  0.13
80 O 1.2843 5.5185 3.7820  0.06
81 F 0.9876 3.3486 6.4023  0.08
82 H 2.5413 4.1311 4.6295  0.16
83 H 1.3228 3.4614 3.5205  0.12
84 H -0.4767 3.8032 5.1042  0.18
85 C -3.1052 8.1194 -4.5003  -0.07
86 C -1.7559 7.9533 -5.1113  -0.32
87 O -2.0324 7.3853 -6.3714  0.14
88 C -3.2697 7.8482 -6.7051  -0.50
89 O -3.7368 7.8027 -7.8310  0.15
90 O -3.9215 8.3775 -5.6250  0.08
91 F -1.0104 7.0757 -4.4029  0.08
92 H -3.4570 7.2125 -3.9971  0.15
93 H -3.1411 8.9505 -3.7908  0.15
94 H -1.2043 8.8903 -5.2429  0.18
95 C 2.2927 9.2458 -9.5647  -0.08
96 C 2.8067 8.6938 -10.8503  -0.33
97 O 3.0028 7.3270 -10.5671  0.14
98 C 2.0836 7.0285 -9.6065  -0.51
99 O 1.7574 5.8937 -9.3005  0.14
100 O 1.5654 8.1569 -9.0325  0.06
101 F 4.0028 9.2394 -11.1655  0.08
102 H 3.0943 9.5206 -8.8710  0.15
103 H 1.6452 10.1141 -9.7142  0.15
104 H 2.1148 8.7996 -11.6928  0.18

---

2.
A molecular structure, C26H38Br12Cl4O10 in a non-equilibrium geometry. Source: the OMol25 dataset; level of theory: ωB97M-V with the def2-TZVPD basis set.

**Charge**: 0

Each line ends with the Löwdin charge.
Geometry (Å):
1 O 1.3419 -2.0463 1.2270  0.06
2 C 0.7044 -2.2760 2.2178  -0.48
3 O 1.1678 -3.0495 3.2029  0.05
4 C 0.2638 -3.2082 4.2925  -0.13
5 C -0.9384 -2.2951 3.9281  -0.19
6 C -0.6632 -1.7281 2.5367  -0.09
7 H 0.6461 -2.9105 5.2690  0.12
8 H -0.0574 -4.2364 4.4654  0.12
9 H -0.9821 -1.5242 4.6936  0.08
10 H -1.8450 -2.8961 3.9611  0.08
11 H -0.6700 -0.6429 2.6295  0.09
12 H -1.4473 -1.9678 1.8294  0.07
13 O 3.6911 -0.8581 4.3558  0.14
14 C 2.9436 0.0106 4.0017  -0.50
15 O 1.6319 -0.0564 4.2682  0.03
16 C 0.9330 0.9811 3.5513  -0.14
17 C 1.9539 2.0992 3.3817  -0.12
18 C 3.2727 1.2794 3.2825  -0.07
19 H 0.0865 1.2873 4.1651  0.14
20 H 0.5401 0.5831 2.6145  0.09
21 H 2.0117 2.7391 4.2603  0.12
22 H 1.7352 2.7212 2.5149  0.09
23 H 4.0884 1.8278 3.7506  0.13
24 H 3.5743 1.1106 2.2482  0.08
25 O 0.9056 7.6330 -1.0340  0.12
26 C 0.8740 6.7029 -1.7798  -0.50
27 O -0.1878 5.8761 -1.8661  -0.01
28 C 0.0348 4.8486 -2.8199  -0.19
29 C 1.0745 5.4499 -3.7924  -0.13
30 C 1.9136 6.2745 -2.8228  -0.08
31 H -0.8883 4.5885 -3.3332  0.09
32 H 0.4449 3.9330 -2.3852  0.10
33 H 0.5898 6.1519 -4.4694  0.12
34 H 1.6249 4.6245 -4.2375  0.12
35 H 2.3875 7.1481 -3.2575  0.13
36 H 2.6162 5.6131 -2.3100  0.10
37 O -2.1829 -1.0680 0.0071  0.04
38 C -1.3168 -0.3036 -0.3113  -0.47
39 O -1.1274 0.8409 0.3844  0.02
40 C -0.3355 1.7781 -0.3435  -0.16
41 C 0.2922 1.0058 -1.5097  -0.16
42 C -0.5032 -0.2778 -1.5775  -0.14
43 H 0.3880 2.3217 0.2643  0.08
44 H -0.9914 2.5948 -0.6563  0.05
45 H 1.3438 0.7650 -1.3390  0.05
46 H 0.3069 1.4734 -2.4956  0.10
47 H 0.0803 -1.2078 -1.5233  0.05
48 H -1.1367 -0.4332 -2.4480  0.02
49 O -2.4049 -7.6986 -0.8309  0.12
50 C -2.0522 -6.5829 -0.5681  -0.47
51 O -0.7829 -6.1965 -0.7935  0.03
52 C -0.6402 -4.7674 -0.5927  -0.17
53 C -1.6479 -4.5166 0.4751  -0.18
54 C -2.8078 -5.4205 0.1006  -0.07
55 H -0.7397 -4.2219 -1.5316  0.11
56 H 0.3529 -4.5403 -0.2068  0.09
57 H -2.0492 -3.5022 0.5292  0.06
58 H -1.2957 -4.7198 1.4869  0.13
59 H -3.4970 -4.9552 -0.6041  0.10
60 H -3.3518 -5.6802 1.0066  0.12
61 C 3.9528 4.0592 0.5571  -1.00
62 Cl 2.9908 3.0874 -0.5838  0.55
63 Cl 3.1670 5.5471 1.0738  0.57
64 H 4.2966 3.4123 1.3590  0.02
65 H 4.8529 4.3456 0.0185  0.02
66 C -3.9170 -2.7020 -2.1781  -1.01
67 Cl -3.3125 -1.4652 -3.3124  0.53
68 Cl -5.6535 -3.0454 -2.3216  0.52
69 H -3.4536 -3.6656 -2.3601  0.01
70 H -3.6513 -2.3481 -1.1865  -0.03
71 C -4.5984 -0.7387 2.2883  -1.51
72 Br -6.3218 0.1592 2.3164  0.56
73 Br -4.7339 -2.6274 1.7689  0.61
74 Br -3.8499 -0.7406 4.1178  0.60
75 H -3.8653 -0.2064 1.6936  -0.06
76 C 5.1944 -0.1380 -1.6890  -1.51
77 Br 6.2394 -1.6939 -2.1926  0.56
78 Br 3.8654 -0.5517 -0.3571  0.58
79 Br 4.3230 0.4913 -3.3790  0.48
80 H 5.7822 0.6992 -1.3432  -0.03
81 C -4.1289 2.8754 -2.0453  -1.47
82 Br -4.8007 1.5209 -0.8149  0.59
83 Br -2.9157 2.0406 -3.3454  0.58
84 Br -3.1572 4.3189 -1.0843  0.62
85 H -4.9741 3.3419 -2.5295  -0.02
86 C 1.7913 -3.0017 -4.0118  -1.50
87 Br 0.8225 -1.4740 -4.7165  0.59
88 Br 2.0003 -2.9192 -2.0638  0.64
89 Br 3.5562 -3.1765 -4.8513  0.54
90 H 1.2255 -3.8792 -4.2895  -0.03

---

3.
7 unconnected molecules or ions with the total composition C26H38Br4O2 in a non-equilibrium geometry. Source: the OMol25 dataset; level of theory: ωB97M-V with the def2-TZVPD basis set.

**Charge**: 0
**Structure (SMILES)**: c1ccccc1.c1ccccc1.c1ccccc1.BrCCBr.BrCCBr.CCO.CCO

Each line ends with the Löwdin charge.
Geometry (Å):
1 Br 9.2315 -11.8828 19.5483  0.51
2 C 8.3921 -13.3155 20.7672  -0.60
3 C 8.4772 -12.8206 22.2252  -0.66
4 Br 7.6108 -14.1186 23.4692  0.56
5 H 8.8614 -14.2792 20.5695  0.05
6 H 7.3925 -13.5062 20.3766  0.05
7 H 7.9110 -11.9041 22.3915  0.04
8 H 9.5044 -12.6530 22.5493  0.05
9 Br 19.6255 -16.8730 19.6606  0.58
10 C 18.9790 -18.2105 20.9840  -0.65
11 C 19.9976 -19.3662 21.0494  -0.68
12 Br 19.6314 -20.7898 22.4217  0.55
13 H 18.0820 -18.6808 20.5811  0.05
14 H 18.8144 -17.7269 21.9469  0.06
15 H 20.9780 -18.9245 21.2280  0.04
16 H 20.0698 -19.8448 20.0728  0.05
17 C 11.8218 -25.8545 25.1350  -0.11
18 C 11.0012 -24.7863 24.9259  -0.11
19 C 11.3472 -23.4845 25.3692  -0.09
20 C 12.4915 -23.2427 26.1488  -0.10
21 C 13.3522 -24.3260 26.3226  -0.09
22 C 13.0223 -25.6359 25.8489  -0.07
23 H 11.5768 -26.8432 24.7758  0.10
24 H 9.9937 -24.9363 24.5669  0.10
25 H 10.7500 -22.6228 25.1096  0.09
26 H 12.7502 -22.2550 26.5010  0.10
27 H 14.2566 -24.1385 26.8823  0.09
28 H 13.6451 -26.5003 26.0262  0.09
29 C 12.3524 -13.2332 27.9683  -0.09
30 C 13.4341 -13.4516 28.8278  -0.09
31 C 13.4064 -13.1640 30.1912  -0.09
32 C 12.2546 -12.5747 30.6785  -0.12
33 C 11.2134 -12.2725 29.8485  -0.11
34 C 11.2351 -12.6227 28.5096  -0.10
35 H 12.3294 -13.5277 26.9295  0.10
36 H 14.3048 -13.9233 28.3967  0.10
37 H 14.2322 -13.2072 30.8860  0.10
38 H 12.2208 -12.3334 31.7307  0.10
39 H 10.3467 -11.8215 30.3087  0.10
40 H 10.3274 -12.4639 27.9464  0.10
41 C 6.4299 -18.6547 20.3196  -0.10
42 C 5.5393 -18.5451 19.3167  -0.12
43 C 5.9705 -18.5764 18.0187  -0.09
44 C 7.3328 -18.6994 17.7373  -0.11
45 C 8.2165 -18.8248 18.7467  -0.12
46 C 7.7874 -18.8166 20.0565  -0.08
47 H 5.9665 -18.6039 21.2938  0.10
48 H 4.4914 -18.4141 19.5426  0.11
49 H 5.2492 -18.3854 17.2380  0.10
50 H 7.5227 -18.6071 16.6782  0.10
51 H 9.2350 -18.9402 18.4066  0.11
52 H 8.5385 -18.9964 20.8114  0.10
53 C 12.1169 -17.5889 24.7293  -0.08
54 C 13.4259 -17.5698 24.0072  -0.38
55 O 14.2637 -16.4831 24.1836  -0.06
56 H 11.5846 -18.5401 24.7285  0.07
57 H 11.3652 -16.9307 24.2936  0.07
58 H 12.3766 -17.3526 25.7612  0.08
59 H 13.3790 -17.7261 22.9295  0.11
60 H 14.0272 -18.4269 24.3104  0.11
61 H 13.9886 -15.7204 23.6696  0.08
62 C 15.4235 -11.4494 22.7876  -0.07
63 C 15.0475 -12.1984 21.4910  -0.34
64 O 13.9922 -13.0359 21.8028  -0.09
65 H 15.9750 -12.1354 23.4305  0.07
66 H 14.5341 -11.0934 23.3076  0.07
67 H 16.0564 -10.5745 22.6391  0.07
68 H 15.9134 -12.7576 21.1366  0.11
69 H 14.6488 -11.5753 20.6905  0.11
70 H 13.6467 -13.3738 20.9733  0.08

---

The records above yield E_LUMO values of 1.234 -0.643 0.179 eV, respectively.
The records above yield HOMO values of -4.4 -10.1 -9.1 eV, respectively.
The records above yield frontier orbital gap values of 5.6 9.5 9.3 eV, respectively.